[1]
Formula: CH4N5
Source: OMol25
Level of theory: ωB97M-V/def2-TZVPD

The calculation puts the molar mass at 86.078 g mol⁻¹. The gap between HOMO and LUMO is 12.31 eV. Its total charge is +1. The value obtained for the electronic energy is -313.86734 Eh. For the largest force on an atom, the calculation gives 4.293 eV/A. Its lowest unoccupied orbital energy is -5.115 eV.

Cartesian coordinates (Å):
C1 -0.52068 1.26942 -1.32252
N1 0.51369 -1.90001 0.76262
N2 0.34306 -1.36405 -0.36115
N3 0.21186 0.17961 1.14753
N4 0.51778 -0.99768 1.69196
N5 0.03747 -0.09312 -0.08028
H1 -1.50289 0.74057 -1.38488
H2 -0.47965 2.17558 -0.81228
H3 0.13728 1.24488 -2.26964
H4 0.74208 -1.25520 2.62863

Forces on atoms 1 to 6 (eV/Å):
0.128 -4.148 -1.099
1.718 -2.647 0.331
-1.617 0.303 -0.512
-0.191 0.194 1.652
-1.071 1.435 -2.744
0.917 2.788 -1.599

Löwdin population analysis, charges in e, atoms 1 to 5:
1 C 0.26
2 N 0.06
3 N 0.10
4 N 0.14
5 N 0.07

---

[2]
Formula: CH4NO
Source: OMol25
Level of theory: ωB97M-V/def2-TZVPD

The calculation puts the molar mass at 46.049 g mol⁻¹. The gap between HOMO and LUMO is 7.37 eV. Its total charge is -1. The value obtained for the electronic energy is -170.45121 Eh. For the largest force on an atom, the calculation gives 1.316 eV/A. Its lowest unoccupied orbital energy is 4.859 eV.

Cartesian coordinates (Å):
N1 -0.05289 -0.85996 -1.82324
C1 -0.28699 -0.49482 -0.61400
O1 0.31585 0.96016 1.95593
H1 0.33418 0.12006 0.05124
H2 0.04881 1.58016 2.63372
H3 0.87186 -0.45694 -2.00935
H4 -1.23082 -0.84866 -0.19431

Forces on atoms 1 to 6 (eV/Å):
0.646 0.652 0.944
-0.523 -0.575 -0.442
0.083 -0.289 -0.421
-0.133 -0.017 0.052
-0.049 0.212 0.219
-0.049 -0.158 -0.542

Löwdin population analysis, charges in e, atoms 1 to 5:
1 N -0.04
2 C -0.16
3 O -0.63
4 H 0.01
5 H -0.22

---

[3]
Formula: CH4NO2
Source: OMol25
Level of theory: ωB97M-V/def2-TZVPD

The calculation puts the molar mass at 62.048 g mol⁻¹. The gap between HOMO and LUMO is 11.22 eV. Its total charge is +1. The value obtained for the electronic energy is -245.30806 Eh. For the largest force on an atom, the calculation gives 3.679 eV/A. Its lowest unoccupied orbital energy is -4.939 eV.

Cartesian coordinates (Å):
C1 2.44235 0.33332 0.06593
N1 1.38996 -0.05986 -0.14088
O1 -1.08890 -0.52914 -0.04826
O2 -1.77552 0.64472 0.22516
H1 0.39209 -0.47358 -0.27566
H2 3.24335 0.85316 0.45116
H3 -1.80764 0.66798 1.22382
H4 -1.71848 -1.10407 -0.44449

Forces on atoms 1 to 6 (eV/Å):
-3.542 -0.932 -0.342
1.868 0.010 -0.056
1.708 -0.557 0.487
-0.367 1.196 1.343
-0.484 0.556 0.128
1.998 0.762 0.359

Löwdin population analysis, charges in e, atoms 1 to 5:
1 C 0.28
2 N 0.32
3 O -0.09
4 O 0.00
5 H 0.11

---

[4]
Formula: CH4NO2
Source: OMol25
Level of theory: ωB97M-V/def2-TZVPD

The calculation puts the molar mass at 62.048 g mol⁻¹. The gap between HOMO and LUMO is 10.38 eV. Its total charge is +1. The value obtained for the electronic energy is -245.21987 Eh. For the largest force on an atom, the calculation gives 3.375 eV/A. Its lowest unoccupied orbital energy is -7.866 eV.

Cartesian coordinates (Å):
C1 0.27456 0.64167 0.53581
N1 0.00701 -0.05275 -0.78602
O1 -1.00860 -1.38004 -2.14362
O2 -0.97194 -0.74283 -0.88770
H1 -0.58324 0.88768 1.01928
H2 0.76414 1.62790 0.41084
H3 0.82061 0.00248 1.19232
H4 -1.82370 -1.97450 -2.07390

Forces on atoms 1 to 6 (eV/Å):
0.464 0.442 -2.022
1.468 0.717 0.235
-0.665 -0.584 -0.339
-0.249 0.218 1.339
-3.082 0.218 1.356
0.331 -1.012 -0.801

Löwdin population analysis, charges in e, atoms 1 to 5:
1 C 0.08
2 N 0.19
3 O 0.14
4 O 0.08
5 H 0.06